{
  "formula": "C52H70AsAuClN7O3PS",
  "method": "ωB97M-V/def2-TZVPD",
  "elements": ["Au", "As", "Cl", "S", "P", "O", "O", "O", "N", "N", "N", "N", "N", "N", "N", "C", "C", "C", "C", "C", "C", "C", "C", "C", "C", "C", "C", "C", "C", "C", "C", "C", "C", "C", "C", "C", "C", "C", "C", "C", "C", "C", "C", "C", "C", "C", "C", "C", "C", "C", "C", "C", "C", "C", "C", "C", "C", "C", "C", "C", "C", "C", "C", "C", "C", "C", "C", "H", "H", "H", "H", "H", "H", "H", "H", "H", "H", "H", "H", "H", "H", "H", "H", "H", "H", "H", "H", "H", "H", "H", "H", "H", "H", "H", "H", "H", "H", "H", "H", "H", "H", "H", "H", "H", "H", "H", "H", "H", "H", "H", "H", "H", "H", "H", "H", "H", "H", "H", "H", "H", "H", "H", "H", "H", "H", "H", "H", "H", "H", "H", "H", "H", "H", "H", "H", "H", "H"],
  "coordinates": [[-0.496, -1.549, 0.771], [-0.282, 2.012, 1.455], [2.942, 7.903, -2.295], [3.291, -2.598, -0.161], [-0.940, -2.053, 3.060], [2.140, -2.039, 0.652], [-0.752, 0.430, 0.954], [2.419, -0.231, -6.321], [-0.267, -1.099, -1.300], [-3.653, -6.535, -1.747], [0.426, -0.734, -3.314], [-2.315, -4.809, -1.145], [-2.097, -6.904, -0.092], [-0.735, -3.419, 0.073], [-0.910, -0.894, -3.415], [2.298, 1.399, 0.399], [0.806, -0.863, -2.049], [1.305, -0.524, 3.390], [-2.401, 4.789, -1.627], [2.188, 3.428, 1.713], [-1.233, 3.107, 0.225], [1.340, -0.717, -4.471], [1.940, 5.448, -1.800], [-1.679, 2.587, -0.985], [0.636, -1.741, 4.017], [-2.271, 3.435, -1.908], [4.678, -2.703, 0.956], [3.087, 5.725, -3.892], [1.827, 1.787, -5.104], [-3.211, -0.593, 2.435], [-2.169, 2.885, 3.372], [-1.363, 4.463, 0.515], [-2.997, -3.846, 2.668], [-0.367, 3.150, 5.480], [-0.829, 2.540, 3.203], [1.587, 2.278, 1.208], [1.695, 4.124, -2.125], [-1.631, -3.770, 3.369], [2.133, 3.573, -3.324], [-2.602, 3.361, 4.600], [-0.445, -0.941, -6.784], [-2.321, -0.954, 3.452], [-1.703, 3.492, 5.650], [-1.303, -1.092, -2.188], [0.076, 2.676, 4.255], [-4.393, 0.064, 2.730], [1.360, 0.382, -5.569], [2.831, 4.395, -4.201], [-2.676, -6.092, -0.976], [4.230, 2.816, 0.600], [3.515, 3.691, 1.406], [-1.871, -3.936, 4.878], [0.420, -1.440, 5.509], [2.639, 6.245, -2.691], [1.571, -2.947, 3.868], [-1.948, 5.303, -0.420], [-1.037, 1.279, -5.792], [-0.714, -4.919, 2.917], [-4.703, 0.381, 4.045], [0.078, 0.462, -6.456], [1.842, 2.112, -3.614], [2.974, -4.346, -0.347], [-2.647, -0.633, 4.774], [-3.825, 0.038, 5.062], [-1.505, -4.133, -0.452], [3.623, 1.671, 0.099], [0.439, 1.150, -7.783], [1.125, 2.443, 4.121], [-2.348, -7.878, -0.026], [-0.801, 2.344, -5.753], [2.835, 1.913, -5.500], [4.410, -3.314, 1.817], [1.137, 3.507, -1.433], [-4.068, -5.906, -2.416], [1.739, -0.756, 2.420], [-2.868, 2.805, 2.548], [5.261, 3.033, 0.356], [0.334, 3.273, 6.295], [-1.266, 0.931, -4.785], [1.216, 2.549, -5.584], [-2.628, 3.041, -2.850], [-0.331, -4.802, 1.910], [1.586, 5.869, -0.868], [-2.388, -4.888, 5.018], [1.630, 4.130, 2.323], [-0.934, -1.406, -5.928], [-4.064, 0.275, 6.091], [0.867, 1.881, -3.169], [-2.951, -3.625, 1.605], [0.130, -5.053, 3.584], [2.586, 1.496, -3.092], [4.182, 1.002, -0.545], [-2.051, 6.358, -0.204], [3.193, 4.014, -5.148], [2.105, -0.186, 4.051], [-5.630, 0.888, 4.277], [-2.336, -1.248, -1.917], [3.630, 6.356, -4.582], [-1.302, -5.840, 2.972], [-1.183, -0.875, -7.584], [0.995, 2.080, -7.645], [1.199, -1.663, -4.987], [1.642, -3.292, 2.836], [-0.176, -2.179, 6.038], [2.884, -4.809, 0.635], [-3.717, -3.162, 3.115], [-2.009, -0.918, 5.593], [5.526, -3.132, 0.423], [2.568, -2.622, 4.176], [1.009, 0.492, -8.441], [0.362, -1.587, -7.135], [-0.478, 1.404, -8.317], [1.827, -0.800, -1.710], [-0.942, -3.987, 5.443], [-2.859, 5.449, -2.352], [0.591, 0.290, 3.300], [1.823, 0.508, 0.012], [2.597, 0.300, -7.106], [-1.948, 1.178, -6.384], [2.045, -4.441, -0.907], [-2.513, -3.160, 5.293], [-1.571, 1.532, -1.195], [1.411, -1.433, 5.967], [2.337, -0.731, -4.034], [4.917, -1.687, 1.267], [-1.016, 4.869, 1.458], [1.285, -3.769, 4.522], [-2.041, 3.880, 6.603], [-0.010, -0.451, 5.659], [-3.386, -4.859, 2.790], [-3.969, -7.491, -1.727], [-3.638, 3.643, 4.733], [-3.000, -0.837, 1.402], [-1.310, -6.590, 0.449], [-5.077, 0.322, 1.932], [3.988, 4.587, 1.788], [3.792, -4.794, -0.913]],
  "lowdin_charge": [1.14, 1.31, 0.70, 0.84, 1.13, -0.65, -0.60, -0.01, -0.05, 0.23, -0.05, 0.17, 0.23, 0.02, 0.15, -0.11, -0.12, -0.11, -0.04, -0.09, -0.32, -0.02, -0.10, -0.09, -0.64, -0.05, -0.23, -0.08, -0.11, -0.13, -0.10, -0.09, -0.07, -0.05, -0.32, -0.31, -0.05, -0.63, -0.21, -0.05, -0.04, -0.35, -0.04, -0.18, -0.10, -0.05, -0.41, -0.02, -0.44, -0.04, -0.04, -0.05, -0.06, -0.67, -0.08, -0.04, -0.04, -0.09, -0.04, -0.52, -0.14, -0.24, -0.08, -0.04, -0.30, -0.06, -0.03, 0.10, 0.14, 0.09, 0.13, 0.06, 0.09, 0.14, 0.04, 0.11, 0.12, 0.12, 0.05, 0.11, 0.11, 0.04, 0.10, 0.11, 0.11, 0.07, 0.13, 0.10, 0.05, 0.07, 0.11, 0.11, 0.12, 0.11, 0.11, 0.12, 0.13, 0.12, 0.10, 0.10, 0.09, 0.14, 0.06, 0.07, 0.06, 0.09, 0.09, 0.07, 0.11, 0.09, 0.09, 0.10, 0.11, 0.08, 0.12, 0.02, 0.05, 0.10, 0.10, 0.04, 0.08, 0.08, 0.11, 0.14, 0.06, 0.11, 0.08, 0.12, 0.08, 0.10, 0.14, 0.12, 0.08, 0.11, 0.12, 0.12, 0.07],
  "total_charge": 3,
  "homo_energy_ev": -13.788,
  "relative_energy_kcal_mol": 10.12,
  "energy_ev": -168788.1412,
  "lumo_energy_ha": -0.33034,
  "homo_lumo_gap_ha": 0.1764
}